An isolated molecule of C6H10O in a non-equilibrium geometry, computed with ωB97M-V with the def2-TZVPD basis set.

Geometry as XYZ:
```
17
Properties=species:S:1:pos:R:3:forces:R:3:mulliken_charge:R:1
C -2.02518 -0.48060 0.29304 0.0 0.0 0.0 -1.30
C -0.84344 -0.03459 -0.55361 -0.1 -0.2 -0.1 0.15
O -0.54931 1.33227 -0.24821 0.0 0.0 0.0 -0.43
C 0.84148 1.54024 -0.35234 0.4 0.3 -0.4 -0.48
C 1.52019 0.22554 -0.07910 0.0 0.2 -0.4 -0.03
C 1.08391 -0.71896 1.01938 0.1 0.0 0.1 -0.82
C 0.45514 -0.80185 -0.33655 -0.1 0.0 -0.2 -0.14
H -2.89052 0.16610 0.12242 0.1 -0.1 0.0 0.34
H -1.78881 -0.45827 1.36289 0.0 0.0 -0.2 0.30
H -2.30051 -1.50579 0.02802 0.0 0.1 0.0 0.36
H -1.10501 -0.11163 -1.61912 0.0 0.0 0.1 0.31
H 1.23116 1.75618 -1.38946 -0.9 0.2 0.5 0.26
H 1.10036 2.40595 0.26260 0.0 -0.2 0.2 0.30
H 2.43272 0.24392 -0.67522 0.3 -0.9 0.8 0.30
H 0.46061 -0.37966 1.84715 0.2 0.3 -0.2 0.19
H 1.73306 -1.54380 1.30235 0.1 0.3 -0.1 0.28
H 0.67644 -1.65034 -0.97606 -0.2 0.0 0.1 0.41
```
Positions in Å, forces in eV/Å.

electronic energy	-309.80934	a.u.
energy relative to the best compared isomer or geometry (same formula, charge and spin)	20.73	kcal/mol
multiplicity	1
frontier orbital gap	10.70	eV
highest occupied orbital energy	-9.580	eV
net charge	0
largest force on an atom	1.25	eV Å⁻¹



A structure of composition C6H10O, computed with ωB97M-V with the def2-TZVPD basis set.

Geometry as XYZ:
```
17
Properties=species:S:1:pos:R:3:forces:R:3:mulliken_charge:R:1
C 2.02885 0.44054 0.11425 0.0 0.0 0.0 -1.53
C 0.58889 0.02619 0.00213 0.3 0.2 0.2 0.92
C -0.04369 -1.29300 0.49461 0.0 -0.1 0.1 -0.67
C -0.94376 -0.94216 -0.70183 -0.4 -0.2 -0.1 -0.10
C -1.69574 0.34232 -0.31118 -0.1 0.0 0.0 -0.66
C -0.50245 1.05786 0.36795 0.0 0.1 0.0 -0.71
O 0.21838 -0.36823 -1.35276 0.1 0.1 -0.2 -0.51
H 2.20058 1.26761 -0.58456 0.0 -0.1 0.1 0.36
H 2.70223 -0.37820 -0.15496 -0.1 0.1 0.1 0.35
H 2.26981 0.78997 1.12337 -0.1 -0.1 -0.1 0.33
H -0.46557 -1.34926 1.50434 0.0 0.1 -0.2 0.24
H 0.59426 -2.15308 0.27626 -0.1 0.1 0.0 0.30
H -1.46760 -1.69576 -1.29364 0.1 0.1 0.1 0.46
H -2.57253 0.20258 0.32765 0.2 -0.1 0.0 0.34
H -2.00099 0.85936 -1.22592 0.0 -0.1 0.2 0.29
H -0.29000 2.05008 -0.03993 0.0 -0.2 0.0 0.34
H -0.62066 1.14320 1.45422 0.1 0.0 -0.2 0.27
```
Positions in Å, forces in eV/Å.

electronic energy	-309.81662	a.u.
energy relative to the best compared isomer or geometry (same formula, charge and spin)	16.16	kcal/mol
multiplicity	1
frontier orbital gap	10.67	eV
highest occupied orbital energy	-9.614	eV
net charge	0
largest force on an atom	0.42	eV Å⁻¹



An isolated molecule of C6H10O2 in a non-equilibrium geometry, computed with ωB97M-V with the def2-TZVPD basis set.

Geometry as XYZ:
```
18
Properties=species:S:1:pos:R:3:forces:R:3:mulliken_charge:R:1
C 1.51355 0.79223 0.39692 2.1 -0.1 1.7 -0.94
C 0.08771 0.98628 0.09316 -0.3 -0.9 -0.1 0.91
C -0.89375 0.50471 1.09949 -1.6 -0.5 0.9 -0.90
C -0.73374 -1.04722 0.85641 1.5 -0.6 -0.7 -0.50
O 0.23963 -1.46950 -0.14149 0.9 0.1 -0.7 -0.44
C 0.15203 -0.87103 -1.48447 1.4 1.0 1.7 -0.62
C -0.45999 0.48514 -1.19305 -1.6 -1.3 -0.5 -0.06
O -0.01618 1.78302 -1.03234 0.0 2.5 -1.1 -0.53
H 1.64797 0.00957 1.21590 0.0 1.2 -0.9 0.24
H 1.86291 1.84154 0.81203 -0.1 -2.1 -1.0 0.33
H 2.09482 0.39607 -0.49753 -0.5 1.1 1.3 0.22
H -1.92691 0.77897 0.82911 0.4 0.0 -0.1 0.32
H -0.86923 0.69391 2.18465 0.8 0.4 -0.3 0.26
H -0.31047 -1.60442 1.70984 -0.9 0.3 -0.1 0.31
H -1.56258 -1.48205 0.36154 -1.9 -0.3 0.8 0.47
H -0.45426 -1.51283 -2.08252 -0.4 -0.3 -0.8 0.31
H 1.20399 -0.79574 -1.80840 -0.6 -0.4 -0.3 0.28
H -1.57549 0.51136 -1.31925 1.0 -0.4 0.3 0.33
```
Positions in Å, forces in eV/Å.

electronic energy	-384.94369	a.u.
energy relative to the best compared isomer or geometry (same formula, charge and spin)	99.59	kcal/mol
multiplicity	1
frontier orbital gap	10.33	eV
highest occupied orbital energy	-9.367	eV
net charge	0
largest force on an atom	2.79	eV Å⁻¹



A structure of composition C6H10O2 in a non-equilibrium geometry, computed with ωB97M-V with the def2-TZVPD basis set.

Geometry as XYZ:
```
18
Properties=species:S:1:pos:R:3:forces:R:3:mulliken_charge:R:1
C 1.29369 -0.18551 -0.15334 0.0 0.8 1.0 0.41
C -1.11434 0.54123 -0.85235 -0.1 -1.9 -1.6 -0.71
C 2.42693 -0.84463 0.61164 0.1 0.3 0.0 -1.39
C -2.45804 0.30044 -0.19288 0.1 -0.1 0.2 -1.08
C 0.17389 -0.98343 -0.53108 -2.9 1.4 0.4 0.47
C 0.31429 0.88819 0.67428 3.3 0.0 1.7 -0.25
O -0.35416 -2.01150 -0.34520 0.6 0.3 -0.4 -0.44
O 0.84466 1.96290 0.94384 -1.1 -0.7 -1.0 -0.57
H 1.62086 0.44318 -0.97840 0.0 0.0 -0.1 0.29
H -0.41627 0.49172 1.40185 -0.1 -0.4 -0.5 0.40
H -0.92499 1.58639 -1.09319 0.4 0.1 0.4 0.43
H -1.12089 0.08842 -1.85406 -0.4 0.1 -0.2 0.44
H 3.08242 -0.05580 0.98681 0.0 -0.1 0.0 0.37
H 3.01801 -1.50293 -0.02892 -0.1 0.0 0.0 0.38
H 2.05062 -1.42143 1.45892 0.0 0.0 -0.1 0.30
H -2.61998 -0.75811 0.02906 0.1 0.0 -0.1 0.27
H -3.28537 0.62171 -0.83214 0.1 0.0 0.1 0.35
H -2.53133 0.83915 0.75518 -0.1 0.0 0.0 0.33
```
Positions in Å, forces in eV/Å.

electronic energy	-384.96434	a.u.
energy relative to the best compared isomer or geometry (same formula, charge and spin)	86.63	kcal/mol
multiplicity	1
frontier orbital gap	9.24	eV
highest occupied orbital energy	-8.845	eV
net charge	0
largest force on an atom	3.69	eV Å⁻¹



An isolated molecule of C6H10O2 in a non-equilibrium geometry, computed with ωB97M-V with the def2-TZVPD basis set.

Geometry as XYZ:
```
18
Properties=species:S:1:pos:R:3:forces:R:3:mulliken_charge:R:1
C 2.38284 -0.40781 -0.76085 1.7 -0.1 0.3 -1.31
C 0.98407 -0.85144 -0.42343 -0.1 -0.3 2.0 0.33
C 0.60902 -0.30360 1.12456 0.2 2.3 -1.6 -1.15
C -0.82940 0.32187 0.89922 1.9 0.2 -0.3 0.46
O -1.82395 -0.69276 0.80174 -0.1 1.7 -1.8 -0.53
C -1.44944 1.52090 0.11863 -1.1 0.3 -0.1 -0.59
C -0.33928 0.89828 -0.52292 2.1 -1.3 -0.4 0.07
O -0.00736 -0.27249 -1.30180 -0.3 1.2 1.1 -0.47
H 2.42529 -0.00983 -1.77215 0.2 -0.8 -0.5 0.35
H 3.17012 -1.21949 -0.51150 -1.3 1.3 -0.8 0.31
H 2.70714 0.48315 -0.22018 -0.1 -0.1 0.5 0.30
H 0.98946 -1.95820 -0.44859 -0.7 0.5 -0.3 0.43
H 0.71101 -1.05090 1.88250 -0.2 -0.6 0.5 0.46
H 1.36937 0.53222 1.34068 -1.3 -1.3 -0.1 0.29
H -1.65198 -1.39274 1.37960 0.7 -1.5 1.4 0.30
H -2.41228 1.08157 -0.10559 -0.4 0.6 0.0 0.30
H -1.37076 2.62222 0.17509 -0.3 -0.8 0.7 0.28
H 0.56618 1.56466 -0.33063 -0.9 -1.2 -0.6 0.16
```
Positions in Å, forces in eV/Å.

electronic energy	-384.91352	a.u.
energy relative to the best compared isomer or geometry (same formula, charge and spin)	118.52	kcal/mol
multiplicity	1
frontier orbital gap	8.83	eV
highest occupied orbital energy	-7.937	eV
net charge	0
largest force on an atom	2.78	eV Å⁻¹



A structure of composition C6H10O2 in a non-equilibrium geometry, computed with ωB97M-V with the def2-TZVPD basis set.

Geometry as XYZ:
```
18
Properties=species:S:1:pos:R:3:forces:R:3:mulliken_charge:R:1
C 1.90350 -0.29757 0.06259 2.8 -1.2 -4.9 -0.50
C 1.13877 0.98861 -0.41364 -1.8 2.5 -0.2 -0.84
C -0.25891 1.01580 0.44348 0.7 0.0 0.6 0.05
C -1.53491 0.37452 -0.09714 -5.2 0.7 0.6 -0.71
C -1.44629 -1.21792 -0.11493 -1.3 -3.0 3.0 -0.57
C 0.06102 -1.00093 0.01106 -1.9 0.2 -0.9 0.29
H 2.29820 0.04107 0.89827 1.9 0.5 4.3 0.44
H 2.76019 -0.53239 -0.64588 -1.0 0.3 0.6 0.36
H 0.70146 1.00623 -1.47178 1.9 0.6 0.8 0.35
H 1.71558 1.91754 -0.08649 -0.3 -1.1 -0.9 0.35
H -0.59986 1.96777 0.92107 1.1 -0.5 -0.1 0.41
H -2.04698 0.81499 -0.96511 0.9 -0.3 -0.6 0.38
H -2.39407 0.67900 0.64583 1.8 -0.7 -0.8 0.33
H -2.34239 -2.02604 -0.83466 3.7 3.0 1.6 0.27
H -1.52674 -1.74976 0.97366 -1.1 1.6 -2.2 0.23
H 0.26814 -0.29374 -0.83028 -1.6 -2.6 0.3 0.17
O 1.19577 -1.63864 0.20055 1.8 0.7 -0.5 -0.53
O 0.10753 -0.04854 1.30341 -1.9 -0.6 -0.8 -0.48
```
Positions in Å, forces in eV/Å.

electronic energy	-384.78804	a.u.
energy relative to the best compared isomer or geometry (same formula, charge and spin)	197.26	kcal/mol
multiplicity	1
frontier orbital gap	10.50	eV
highest occupied orbital energy	-9.505	eV
net charge	0
largest force on an atom	5.78	eV Å⁻¹



A structure of composition C6H10O2 in a non-equilibrium geometry, computed with ωB97M-V with the def2-TZVPD basis set.

Geometry as XYZ:
```
18
Properties=species:S:1:pos:R:3:forces:R:3:mulliken_charge:R:1
C 2.52877 -1.04437 0.24443 1.8 2.8 0.6 -0.72
C 0.60384 0.50926 -0.01121 2.9 2.2 -0.3 0.66
C 1.52190 1.60102 -0.17928 -1.9 -1.1 1.7 -0.97
C -0.88168 0.50423 0.33342 -0.6 3.1 -2.1 0.31
C -1.59982 1.58180 -0.16160 -0.4 -1.7 2.7 -1.05
C -1.82238 -0.58772 0.60024 -0.2 -2.1 -0.8 -0.06
H 3.44699 -1.23488 -0.83172 -3.2 0.4 3.6 0.23
H 2.75017 0.35640 0.90986 -0.3 -4.3 -1.8 0.33
H 2.76686 -2.15999 1.50103 -1.1 2.6 -3.6 0.25
H 1.23384 2.48395 0.43042 0.4 -0.2 -1.0 0.24
H 2.59114 1.55105 -0.60735 -2.3 -0.2 0.6 0.44
H -2.76519 1.56955 -0.06332 2.6 0.5 -0.4 0.25
H -1.00624 2.44856 -0.18342 0.1 1.5 -1.2 0.33
H -1.81932 -1.16446 1.59257 0.3 0.9 -1.4 0.27
H -2.79671 -0.10214 0.38397 0.4 -0.7 1.3 0.13
H -0.90204 -1.61706 -1.35694 -3.9 1.1 4.8 0.37
O 1.12214 -0.67954 -0.33455 2.2 -3.0 1.1 -0.41
O -1.82255 -1.50999 -0.50685 3.3 -2.0 -4.0 -0.60
```
Positions in Å, forces in eV/Å.

electronic energy	-384.67743	a.u.
energy relative to the best compared isomer or geometry (same formula, charge and spin)	266.67	kcal/mol
multiplicity	1
frontier orbital gap	8.24	eV
highest occupied orbital energy	-8.411	eV
net charge	0
largest force on an atom	6.29	eV Å⁻¹



A structure of composition C6H10O2 in a non-equilibrium geometry, computed with ωB97M-V with the def2-TZVPD basis set.

Geometry as XYZ:
```
18
Properties=species:S:1:pos:R:3:forces:R:3:mulliken_charge:R:1
C 0.73089 0.93620 0.52281 -1.5 -1.7 1.6 -0.16
C 0.93334 -0.80300 1.34058 2.1 -0.3 -0.4 -1.44
C 1.45053 0.89674 -0.78065 0.4 -0.4 -0.1 -1.37
C -0.54836 0.25916 0.85969 -2.3 4.1 -1.1 0.95
C -1.31693 -0.02013 -0.45197 -0.1 -2.1 0.6 0.70
C -1.61800 -1.26395 -0.82276 0.0 0.4 -0.4 -1.08
O -1.73195 1.11620 -1.09387 0.3 -0.2 0.5 -0.47
O -1.25737 0.48204 1.88022 1.4 -0.6 -1.3 -0.72
H -2.43074 0.87968 -1.72173 0.2 0.0 0.1 0.35
H 0.89277 1.84410 1.10753 0.5 -0.7 0.7 0.41
H 1.32080 -0.04379 -1.31791 -0.2 0.1 0.0 0.34
H 1.11064 1.71252 -1.42880 0.0 -0.1 0.2 0.35
H 1.20302 -1.45726 0.50946 0.2 0.4 0.0 0.41
H 1.81476 -0.56616 1.93853 0.2 0.3 -0.3 0.38
H 0.38650 -1.43058 2.04591 -0.9 0.8 -0.2 0.43
H 2.52718 1.02576 -0.60795 -0.2 0.0 -0.1 0.39
H -1.22033 -2.11885 -0.29234 -0.2 0.1 0.1 0.26
H -2.24673 -1.44866 -1.68675 0.0 -0.1 -0.1 0.27
```
Positions in Å, forces in eV/Å.

electronic energy	-384.95012	a.u.
energy relative to the best compared isomer or geometry (same formula, charge and spin)	95.56	kcal/mol
multiplicity	1
frontier orbital gap	9.29	eV
highest occupied orbital energy	-8.596	eV
net charge	0
largest force on an atom	4.85	eV Å⁻¹